This record from the OMol25 dataset describes a single C4H9NO molecule. The level of theory is ωB97M-V/def2-TZVPD.

Computed properties:
HOMO	-9.62	eV
net charge	0
SMILES	CCO/C=N/C
strongest force on any atom	0.5	eV Å⁻¹
frontier orbital gap	10.76	eV
relative energy (zero: lowest compared OMol25 entry of this formula, charge and spin)	1.4576	eV
lowest unoccupied orbital energy	0.0419	Ha

Each line ends with the Mulliken charge.
CARTESIAN COORDINATES (ANGSTROEM)
C1 -2.693 -0.306 0.143  -1.147
C2 -1.281 -0.251 -0.395  -0.191
O1 -0.621 0.846 0.245  -0.297
C3 0.716 0.786 0.297  0.077
N1 1.399 -0.116 -0.260  -0.442
C4 2.832 -0.097 -0.043  -0.809
H1 -2.688 -0.558 1.208  0.287
H2 -3.197 0.657 0.017  0.303
H3 -3.264 -1.071 -0.393  0.360
H4 -0.725 -1.168 -0.182  0.334
H5 -1.259 -0.096 -1.480  0.270
H6 1.103 1.616 0.899  0.389
H7 3.246 -1.068 -0.330  0.271
H8 3.091 0.086 1.008  0.317
H9 3.324 0.670 -0.654  0.278

Forces on atoms 1 to 6 (eV/Å):
-0.048 0.013 -0.001
-0.109 -0.175 -0.097
0.054 0.061 0.074
0.214 -0.227 -0.102
-0.348 0.274 0.174
0.284 0.001 0.017